(1)
118
Properties=species:S:1:pos:R:3 method="wB97M-V/def2-TZVPD" multiplicity=1 homo_ev=-9.09
H 3.2818 -0.8767 -0.3477
H 5.9333 -5.5769 -2.4824
H 3.9873 -3.9184 1.0375
H -3.6344 3.5018 -0.7858
H 1.8851 5.6212 -2.6673
C 0.8343 3.6181 -0.0221
O -6.8043 2.8090 0.8507
O -6.1101 -0.2640 -2.4570
H -0.7330 3.3841 -1.5485
H 0.5962 2.2127 -1.6236
H -1.8194 -0.1130 2.6421
O 2.6800 -5.1796 5.9323
H 1.7204 4.3176 -3.4266
H 5.4031 4.3620 0.8608
C 5.3297 3.6442 0.0476
H -6.5271 -1.5316 -5.7738
H -0.0522 -2.6997 -3.3501
O 5.9544 -0.6428 -0.0814
H -8.4784 2.1363 -5.5397
O -9.6871 -3.9536 -0.4386
O 2.0530 -8.1340 6.2373
H 3.0771 -3.9258 3.8039
O 7.6160 3.9099 3.2804
O 0.0312 -3.6551 -3.4310
H 1.9985 -5.3390 5.2672
H -7.0062 2.6464 -0.0809
H -6.0701 3.4299 0.8423
H 2.6101 -1.1030 1.3569
C 2.5816 -0.5715 0.4161
H -5.4102 -0.0350 -1.8281
H 8.3558 -5.8634 -3.4601
H -0.5947 -4.0018 -2.7884
H 2.6057 -5.9444 6.5143
C 3.9310 2.4102 -1.4317
H 7.1100 3.4211 2.6178
H -2.8251 0.2332 3.7270
H -4.8194 4.4552 -0.8503
H -4.5410 6.4429 0.2008
O -4.0243 4.1997 -1.3274
O -11.9852 -0.2574 -1.1391
O 3.9475 2.6469 2.0138
O -5.8986 -1.0844 -5.2012
H 5.5159 -1.5052 -0.0118
H 0.1722 4.3140 0.4940
B 3.2147 2.9181 0.8779
N 3.9225 3.3811 -0.2921
H -1.9419 -3.8431 1.9830
H 8.8447 2.7771 -0.0436
O 10.7492 2.9612 2.7180
C 1.1580 1.3442 1.1572
O -8.0866 1.2727 -5.6964
O -8.6136 -1.1556 -0.9622
H -1.7982 -2.3822 2.3811
O -4.2042 -0.6215 -0.1376
H 5.8506 4.0840 -0.8002
O -1.3871 -3.2479 2.4951
H -7.8343 -0.8123 -1.4131
H -6.2979 -0.2170 -5.0485
O 4.0558 -3.1503 0.4460
O -1.4175 0.5403 -0.8280
O 8.3224 3.4294 0.4316
H 2.1761 -3.8234 -2.9098
S -1.1027 1.7026 -0.0414
H 4.9683 -6.0530 0.3817
H 3.6908 -2.6879 3.1587
H 1.3801 0.5281 -0.8905
H 11.1470 2.2167 3.1774
H -5.6873 6.6912 1.1845
H -8.7069 -0.5798 -0.1955
O -8.2291 1.8767 -1.8933
O -2.5990 -0.4563 3.0965
H 4.1607 1.4363 -0.9989
H -9.2975 -3.0742 -0.5344
H -5.7045 -0.9061 -3.0544
H 4.7051 2.7209 -2.1227
C 1.7214 0.4112 0.1314
O 2.2495 4.7322 -2.7367
H -8.7179 0.8255 -6.2679
H 5.8656 2.7386 0.3294
H -9.3981 -4.4271 -1.2223
O 5.1616 -5.9339 -2.0218
H 7.1798 4.7650 3.3292
H -11.9341 -1.1687 -0.8348
H 3.6296 -6.7070 0.6739
O 4.0553 -5.8470 0.6121
H -0.6164 -4.9114 4.0704
H 8.5379 -4.7358 -2.4514
O -0.3218 1.2744 1.2565
H 2.7524 -4.9844 -2.1085
H 6.8643 -0.8512 -0.3075
C -0.0396 2.7904 -0.9610
H 4.9159 -5.2524 -1.3858
H 2.0804 -9.0854 6.3697
H 9.9475 3.1500 3.2232
H -3.4411 -0.1996 -0.5533
O 7.8915 -5.1315 -3.0430
H -6.0519 7.3835 -1.1771
H -8.0738 2.4627 -2.6394
O -6.4472 8.0678 -1.7290
O 3.7455 -3.6474 3.1698
C 1.6098 2.7938 1.0230
H -7.2573 8.3095 -1.2720
H -0.6893 -6.4286 3.9858
O 2.6916 -4.0236 -2.1204
H 1.4974 0.9793 2.1258
H -4.3691 -0.0859 0.6462
H 1.3926 3.2571 1.9899
H -7.5568 1.1892 -2.0036
H 1.5236 4.2073 -0.6113
H 2.9614 2.3511 -1.9163
H 8.8990 3.7100 1.1524
H 3.3661 2.4130 2.7367
H 3.3785 -3.3085 -0.2259
O -0.2031 -5.7171 4.4107
H -11.0639 0.0170 -1.2075
H 1.6248 -8.0101 5.3849
O -5.3663 6.0645 0.5282
O -2.2551 2.4601 0.3717

***

(2)
135
Properties=species:S:1:pos:R:3 method="wB97M-V/def2-TZVPD" multiplicity=1 charge=+2 homo_ev=-9.13
H -4.2356 -4.7893 -4.8309
H -3.2525 -3.4096 -5.4307
C 1.0642 -4.1991 9.0890
H -7.7087 -0.9866 -3.6751
H 2.6528 2.3505 2.0415
H -5.6691 5.1391 -7.0488
C -2.0146 0.0031 0.1676
H 4.2493 -5.6556 -0.5670
H 2.2897 2.6947 4.2481
H -5.1258 -2.7676 4.6626
C 5.9362 1.3220 -5.3832
H 1.3664 -7.1914 1.1076
H -8.1755 -1.1656 -4.9838
H 3.7824 4.7919 1.8702
C 3.4784 2.7085 2.6566
H -2.6304 3.2650 7.0805
C -4.4906 -2.4535 5.4909
N -5.3771 4.3317 -5.1490
C -6.5211 -3.4583 -5.6025
C -1.8716 3.2318 6.2986
H 7.6212 1.4266 -4.1446
H 5.9547 -5.0748 -0.3385
O -3.2863 0.5551 -1.6124
H -1.5008 4.5560 -7.3860
C -2.5599 3.1225 4.8908
H 1.1638 -4.8398 8.2128
H -4.1426 -4.3437 -6.5729
H 4.2675 1.7140 -6.4960
C 7.3760 1.6037 -5.1917
H 5.7106 0.2559 -5.4109
H 5.6179 2.7326 2.8259
H 9.9974 1.5959 -4.8913
H -1.3750 5.0403 6.2797
H 4.6290 -4.5168 0.5916
H -0.1194 -7.8360 1.8902
H -0.0081 -4.1195 9.2680
H -2.4949 3.6993 -8.6269
H -3.5564 6.0209 -7.2362
H -0.3798 -6.1566 3.4295
C 4.9045 -4.7961 -0.4253
H 3.7570 2.6251 4.5540
H -4.8551 -3.0817 6.3037
Sr -4.5421 0.7021 -5.9229
O -5.1101 -2.9778 -5.4885
H -6.6153 6.6962 -5.3111
H -5.6279 7.4060 -6.5098
H -6.4194 -3.0409 -3.5625
H -9.3066 -2.8621 -4.7593
C 5.3313 1.8717 -6.6740
C -2.1202 0.1915 -1.1848
H -2.8221 0.1215 0.8749
C -2.1733 3.7217 -7.5857
O 1.3782 -1.4194 0.2789
H -1.9535 7.0288 -1.7519
O 1.4315 -5.3379 3.1049
O -3.3552 3.9575 -6.8120
H 2.0281 -6.0064 3.4496
O -3.1582 5.2796 -1.8236
O -0.9020 -0.0370 -3.4233
H 1.3163 -7.9231 2.7757
H 2.3084 4.4980 2.6715
H -1.3428 5.6804 -2.6671
H 9.7139 2.2881 -6.3538
H 0.3254 -2.0322 7.6662
H 6.0086 0.4966 0.2393
C 3.3629 4.2234 2.7003
Sr 2.9552 -1.4246 3.8789
H -6.8913 -2.8869 -6.4537
O 5.0727 0.9355 2.1214
C -0.9251 -0.0396 -2.1154
C 6.1864 0.4918 1.3146
H 2.2638 -6.3771 11.4384
C -4.1791 -3.9714 -5.5491
C 0.3251 -5.9515 2.6239
O 4.8152 -3.9363 -1.5077
H 0.7099 -6.4416 10.5201
H 5.4418 1.2946 -3.3396
H 5.6628 1.3756 -7.5862
H 1.1376 -0.8636 -2.1864
H -1.3101 2.3431 6.5867
C 0.2744 -0.5160 -1.6382
H 2.6238 -2.2184 10.7675
H -3.0898 4.5433 -1.2114
H -6.3133 4.5723 -4.8562
C -7.1715 -2.8147 -4.3183
H -4.8486 4.6765 -4.3604
C 1.8210 -1.8709 10.1174
H 5.1358 2.6726 1.2089
H -6.6030 -4.5401 -5.7075
H 10.3067 0.5985 -6.3503
H 7.0510 1.1551 1.3400
C 1.7454 -6.1013 10.5201
C 1.7198 -2.7896 8.9077
H 1.1085 -1.9221 10.9407
H -8.8945 -4.2522 -3.9057
C -1.9242 5.9396 -1.7823
H 6.3864 -0.5539 1.5482
C 0.3734 -0.8774 -0.2434
H 2.7683 -3.0735 8.8169
H -3.1428 4.0307 4.7371
O 1.8075 -4.6997 10.2092
H 1.9749 -0.8390 9.8015
O -0.8522 4.2355 6.3040
H -3.0668 5.7659 -5.6290
H 3.6372 4.6874 3.6477
N 1.3332 -2.0308 7.7321
N 3.0970 2.1733 3.9373
H 4.0423 -3.3816 -1.3791
O -0.5620 -0.5752 1.9722
N -7.3016 -1.3652 -4.5183
C 0.8138 -7.2934 2.0415
C -0.7661 -0.4608 0.7465
C 9.6309 1.3112 -5.8775
O 8.2548 0.9035 -6.0325
H -1.9349 3.0845 3.9986
C -5.6029 6.6622 -5.7134
C 4.8599 2.2791 2.1872
H -0.1887 -5.4132 1.8274
H -9.0377 -2.7627 -3.1240
C -3.5961 5.2728 -6.4444
N 5.1431 1.7521 -4.1890
H -2.7476 -2.1975 4.6683
H -4.5574 -1.3817 5.6773
H -4.9903 7.1610 -4.9623
H 2.2934 -6.4857 9.6599
C -5.0683 5.2866 -6.1514
H -1.3590 5.5966 -0.9157
C -8.5928 -3.2103 -4.0127
H -1.6893 2.7906 -7.2910
H 1.4773 -1.0794 8.0388
O -3.1892 -2.8406 5.2278
H 5.4808 2.9512 -6.6963
H 7.4318 2.6700 -5.4108
H -3.1543 2.2109 4.8293
H 4.1637 1.5446 -4.3222

***

(3)
14
Properties=species:S:1:pos:R:3 method="wB97M-V/def2-TZVPD" relative_energy_kj_mol=373.88 multiplicity=1 homo_ev=-8.03
O 0.5681 -2.2530 0.3700
H -1.9615 1.2839 -0.3208
H -2.1170 -1.2092 -0.3363
C 0.8455 0.1261 0.6926
C -1.2376 -0.6626 -0.0391
H -0.0099 0.4168 -2.0273
H 0.2110 2.2984 0.1456
N -1.1724 0.7146 -0.0441
H -0.4168 -0.2191 -1.8772
H 2.4258 -0.8868 0.6896
C 0.0684 -1.1453 0.3026
O 2.2212 0.0596 0.5712
H 0.5438 0.2433 1.7600
C 0.0316 1.2332 0.1133